[1]
101
Properties=species:S:1:pos:R:3:forces:R:3 method="wB97M-V/def2-TZVPD" orbital_gap_ev=5.293 charge=-2 spin_multiplicity=1
Se -1.6467 4.4322 -3.1084 0.3 -0.1 -0.2
Cu -0.1098 0.7217 0.4606 -0.4 -0.2 0.2
S -1.3347 -0.6455 2.0450 -0.2 0.2 0.3
S -4.2316 1.2025 2.4616 0.1 0.1 0.1
P -3.3088 -0.5203 2.2691 0.3 -0.5 0.0
O 3.4775 2.4035 -1.6111 0.0 0.0 0.0
O 1.7021 0.2299 0.7934 0.8 0.2 0.1
O 2.6030 0.8977 -3.0530 -0.2 0.0 0.1
O -4.0624 -1.2480 1.0399 -0.2 -0.1 0.0
O -3.7483 -1.5462 3.4718 -0.1 0.0 0.0
O -0.1087 -0.2012 -1.3369 0.0 0.0 -0.5
N -0.8098 3.0389 -2.1576 -0.1 -0.2 0.0
N -0.8828 2.5274 0.2736 -0.3 0.7 -0.3
N -2.8140 4.8006 -1.7552 0.0 0.3 0.0
C -3.2559 -1.6278 4.8218 0.1 0.0 -0.2
C 0.1064 -1.6927 -3.4971 -0.1 -0.1 -0.1
C 3.2056 1.9831 1.3365 0.0 0.0 -0.1
C 2.2565 1.8911 -0.9996 0.0 -0.2 0.0
C 3.7464 2.2357 3.6902 0.0 0.0 -0.1
C 0.3485 -0.3368 -3.6554 0.0 0.1 0.0
C -2.2180 -2.7388 4.8985 0.0 0.0 0.0
C 3.4542 2.9901 -3.9360 0.0 0.0 0.0
C 4.9578 1.1696 -3.1168 0.0 0.0 0.0
C 3.5018 3.3320 1.1582 0.1 0.0 0.1
C -3.0110 1.2568 -4.2480 -0.1 0.0 0.0
C 0.2903 -2.5898 -4.5482 0.0 0.1 0.0
C -1.7235 1.5155 -4.0262 0.2 0.2 0.2
C -1.3005 2.9869 1.3960 0.0 -0.2 0.2
C 3.8272 0.0365 -0.1625 0.0 0.2 0.0
C 3.3338 1.4528 2.6239 0.0 0.1 0.0
C -2.4929 3.8041 1.5837 0.1 0.1 0.3
C 0.7397 -2.1421 -5.7814 0.0 0.0 0.0
C -2.8250 -3.3924 0.7972 0.0 0.1 0.0
C 4.4005 -2.1212 -1.0892 0.0 0.1 0.0
C 4.0291 3.5884 3.5012 0.0 -0.1 0.0
C -2.6076 4.0180 -0.7734 0.1 -0.2 0.0
C -3.6437 1.4487 -1.9127 0.1 0.0 0.0
C 0.1629 0.5682 -2.3913 0.2 -0.2 0.2
C 0.8187 0.0974 -4.8987 0.0 0.0 0.0
C 1.5067 1.4368 -2.2845 -0.2 -0.2 -0.1
C 6.1370 -0.6867 -0.2569 0.0 0.0 0.0
C -2.7261 -0.3204 5.3965 0.0 0.0 -0.2
C 1.0085 -0.7863 -5.9496 0.0 0.0 0.0
C -5.2771 -3.3081 1.4044 0.0 0.1 0.0
C -1.1412 1.6287 -2.6433 -0.1 -0.1 0.0
C 2.6804 1.0006 0.2400 0.1 -0.3 0.0
C -1.6603 2.8362 -0.9185 0.0 -0.2 -0.2
C -2.2081 1.4930 -1.5249 0.1 0.1 0.1
C 3.9006 4.1297 2.2334 0.0 -0.1 -0.1
C 3.6167 1.8529 -2.9201 0.0 0.0 0.0
C 3.4469 -1.1748 -0.7403 0.0 0.0 -0.1
C 5.1788 0.2713 0.0704 -0.1 -0.1 0.0
C -3.1411 4.3114 0.5367 -0.1 0.1 0.0
C 5.7521 -1.8846 -0.8419 0.0 0.0 0.0
C -4.1338 -2.6317 0.6614 0.1 0.0 0.1
C -4.0099 1.2488 -3.1767 0.0 0.0 0.0
H -3.3556 1.1248 -5.2693 0.0 0.0 0.0
H -3.4555 0.4805 5.2716 0.0 0.0 0.0
H 3.8371 1.7962 4.6783 0.0 0.0 0.0
H -2.0300 -2.8922 0.2451 0.0 0.0 0.0
H -2.9604 -4.4052 0.4025 0.0 0.1 0.0
H 5.7575 1.8169 -2.7495 0.0 0.0 0.0
H 5.4882 1.2122 0.5102 0.0 0.0 0.0
H -0.2254 -2.0147 -2.5168 0.0 0.0 0.0
H 1.3854 -0.4212 -6.9003 0.0 0.0 0.0
H -5.0553 1.1349 -3.4404 0.0 0.0 0.0
H -1.0687 1.6288 -4.8762 0.1 0.0 0.0
H 3.4403 2.5752 -4.9479 0.0 0.0 0.0
H -2.6387 -3.6812 4.5393 0.0 0.0 0.0
H -2.5177 -3.4519 1.8421 0.0 0.0 0.0
H -4.3918 -2.5831 -0.3968 0.0 0.0 -0.1
H -0.7021 2.7094 2.2585 -0.1 0.1 0.1
H 6.4969 -2.6322 -1.0958 0.0 0.0 0.0
H -2.5154 -0.4615 6.4608 0.0 0.0 0.0
H -2.0053 0.6411 -0.8683 0.1 0.0 0.1
H 1.2503 2.3901 -2.7439 0.0 0.2 -0.1
H 0.0902 -3.6455 -4.3956 0.0 0.0 0.0
H 1.0777 1.1412 -5.0431 0.0 0.0 0.0
H 0.8897 -2.8363 -6.6014 0.0 0.0 0.0
H 4.2954 3.6809 -3.8397 -0.1 0.0 0.0
H -4.3629 1.5184 -1.1008 0.0 -0.1 0.0
H -5.0237 -3.4221 2.4586 0.0 0.0 0.0
H 4.3378 4.2097 4.3354 0.0 0.0 0.0
H 3.4434 3.7756 0.1719 0.0 0.0 0.1
H -1.3625 -2.4733 4.2746 0.0 0.0 0.0
H 3.0627 0.4131 2.7606 0.0 0.0 0.0
H -6.1776 -2.6951 1.3318 0.0 0.0 0.0
H -5.4773 -4.2917 0.9679 0.0 0.0 0.0
H 1.7058 2.7406 -0.6005 -0.1 0.1 0.1
H 5.1065 0.9769 -4.1833 0.0 0.0 0.1
H -4.1365 -1.9215 5.3971 -0.1 0.0 0.0
H 4.1070 5.1832 2.0709 0.0 0.0 0.0
H -3.9395 5.0352 0.6394 -0.1 -0.1 -0.1
H 4.9821 0.2228 -2.5832 0.0 0.0 0.0
H -2.7983 4.0526 2.5923 0.1 -0.1 0.0
H 2.5305 3.5432 -3.7590 0.1 0.0 0.0
H -1.8081 -0.0251 4.8843 0.0 0.0 0.0
H 4.0903 -3.0535 -1.5511 0.0 0.0 0.0
H 2.3850 -1.3416 -0.8988 0.1 0.0 0.0
H 7.1870 -0.4907 -0.0613 0.0 0.0 0.0
H -1.8865 -2.8734 5.9338 0.0 0.0 -0.1


[2]
97
Properties=species:S:1:pos:R:3:forces:R:3 method="wB97M-V/def2-TZVPD" orbital_gap_ev="6.278 / 6.214" s_squared=0.859 relative_energy_kj_mol=196.8 charge=+1 spin_multiplicity=2
Ru 0.1896 -0.3175 0.0378 -1.0 1.6 0.2
S 2.0650 0.9448 -0.6858 -1.2 0.4 -0.7
P -0.2212 -0.4255 2.6434 0.8 -0.9 -0.3
O -0.3556 -0.2328 -2.2455 0.3 -0.2 1.3
O 8.7748 0.3102 0.3477 0.3 0.0 0.1
O 8.1949 -1.7284 -0.2444 0.0 0.0 0.0
N -0.9184 1.6183 0.0260 1.0 -1.3 -0.4
N 0.0160 -2.5639 -4.7481 0.4 0.1 -0.1
N -2.8227 2.9444 -0.0823 0.0 0.1 0.1
N -0.3497 -1.3092 -4.2918 -0.3 0.0 0.3
C -1.4938 -3.2091 0.1042 -0.1 0.0 -0.2
C -1.0785 -1.9234 2.0789 -0.1 0.0 0.1
C 3.3003 -2.5944 2.4652 0.0 -0.1 0.0
C -1.7769 -0.0375 4.8956 0.0 0.0 -0.1
C 0.6163 0.9435 -7.0663 0.0 0.0 0.0
C 4.6591 1.4796 -0.1105 -0.1 0.0 0.0
C 4.2370 -1.5982 2.7009 0.0 0.0 0.0
C -3.0322 0.4968 -0.1632 0.2 0.1 0.0
C 0.1627 -0.7909 6.7249 0.0 0.0 0.0
C 6.4345 -0.1516 -0.1628 -0.1 0.1 0.0
C -1.4944 4.4130 -1.5957 0.0 0.0 0.1
C -0.0811 -1.2413 -2.9326 -0.1 -0.5 -0.1
C 1.9515 -2.2840 2.3840 0.0 0.1 0.1
C 3.8310 -0.2765 2.8312 0.0 0.0 0.1
C 7.8589 -0.5975 -0.0301 -0.2 -0.1 0.0
C 0.4729 -0.7536 5.3731 0.0 -0.1 -0.1
C -2.5497 -3.8033 2.1923 -0.1 0.0 0.0
C -1.1146 -0.4722 7.1606 0.0 0.0 0.0
C -2.0844 -0.0875 6.2449 0.0 0.0 0.0
C -4.8846 3.2211 -1.4725 0.1 0.0 0.1
C -1.9149 -2.7416 2.8254 0.2 -0.1 -0.1
C -4.2801 3.0619 -0.0776 -0.1 -0.1 -0.2
C 5.9935 1.1535 0.0500 0.1 -0.1 -0.1
C 1.5330 -0.9552 2.5201 0.0 0.0 0.2
C 0.4894 -3.2810 -3.7054 0.1 0.2 0.0
C 5.5045 -1.1221 -0.5300 0.1 -0.1 0.0
C -0.5661 -3.1085 -5.9605 -0.2 -0.2 -0.1
C -0.8549 -2.1351 0.7090 0.3 1.1 -0.6
C 2.4903 0.0472 2.7257 -0.2 -0.1 -0.1
C -2.3450 -4.0300 0.8407 0.1 0.0 0.0
C 0.5538 -0.1742 -6.2508 0.0 -0.1 0.1
C 3.7354 0.4995 -0.4711 0.0 -0.5 0.6
C -0.3131 -0.1856 -5.1626 0.1 0.2 -0.2
C -0.5049 -0.3982 4.4518 -0.2 0.4 -0.2
C -2.2049 1.7526 -0.0721 -0.2 -0.3 0.0
C -2.0482 4.1789 -0.1907 0.1 0.0 -0.2
C 0.4895 -2.4979 -2.5824 0.0 0.2 0.0
C -1.0248 2.0370 -5.7006 0.0 0.0 0.0
C -1.1049 0.9199 -4.8843 -0.1 -0.1 0.1
C 4.1703 -0.8095 -0.6820 0.0 0.2 0.0
C -0.1704 2.0526 -6.7926 0.0 0.0 0.0
C 0.8812 -4.7053 -3.8621 -0.1 0.0 -0.1
H -4.6811 4.2111 -1.8794 0.0 0.0 0.0
H -2.5286 0.2729 4.1782 0.0 0.0 0.0
H 0.9232 -1.0772 7.4392 0.0 0.0 0.0
H 3.6210 -3.6231 2.3610 0.0 0.0 0.0
H 4.5610 0.4990 3.0202 0.0 0.0 0.0
H 1.2210 -3.0717 2.2558 0.0 0.0 -0.1
H 0.8709 -2.7378 -1.6039 -0.1 -0.1 0.0
H 1.5237 -4.8465 -4.7309 0.0 0.0 0.0
H -1.2875 -3.8937 -5.7257 0.0 0.0 0.0
H -4.5384 3.9290 0.5310 0.0 -0.1 0.1
H -3.8381 0.5921 -0.8872 0.0 0.0 0.0
H 2.1624 1.0769 2.8179 0.1 0.0 0.0
H 5.2864 -1.8505 2.7754 0.0 0.0 0.0
H -2.3774 -0.3121 -0.4767 -0.1 0.0 0.0
H -1.7610 0.9067 -4.0262 0.0 0.0 0.0
H 1.4115 -5.0386 -2.9742 0.0 0.0 0.0
H -0.0037 -5.3318 -3.9929 0.0 0.0 0.0
H -2.8539 -4.8478 0.3464 0.0 0.0 0.0
H -3.4506 0.2337 0.8101 0.0 0.0 0.0
H -1.0810 -2.3167 -6.4956 0.0 0.0 0.0
H -0.3696 2.4663 0.0712 0.1 -0.1 0.0
H -0.8050 3.6207 -1.8891 0.0 0.0 0.0
H 1.2953 0.9528 -7.9080 0.0 0.0 0.0
H 1.4706 -1.0110 5.0409 0.0 0.0 0.0
H -1.3525 -0.5166 8.2149 0.0 0.0 0.0
H -4.7018 2.1893 0.4157 0.0 0.0 0.0
H 1.1932 -1.0243 -6.4482 0.0 0.0 0.0
H 5.8593 -2.1312 -0.6915 0.0 0.0 0.0
H -3.0782 0.1708 6.5857 0.0 0.0 0.0
H 0.2096 -3.5217 -6.6039 0.0 0.0 0.0
H -2.3033 4.4472 -2.3240 0.0 0.0 0.0
H 3.4488 -1.5650 -0.9654 0.0 0.0 0.0
H -3.2081 -4.4518 2.7555 0.0 0.0 0.0
H -0.1076 2.9297 -7.4220 0.0 0.0 0.0
H -0.9629 5.3637 -1.6264 0.0 0.0 0.0
H 6.6744 1.9407 0.3519 0.0 0.0 0.0
H -5.9653 3.0911 -1.4216 0.0 0.0 0.0
H -1.3582 -3.4212 -0.9499 0.0 0.1 0.0
H 8.4107 1.1905 0.4779 -0.2 0.0 0.0
H -2.0569 -2.5644 3.8833 -0.1 0.0 0.0
H -2.7065 5.0008 0.0854 0.0 0.0 0.1
H -1.2329 4.1653 0.5379 -0.1 0.1 0.1
H -1.6370 2.9021 -5.4838 0.0 0.0 0.0
H 4.3177 2.4940 0.0485 0.0 0.0 0.0
H -4.4754 2.4789 -2.1586 0.0 0.0 0.0